# 1
Below is a cluster of 14 separate species, C48H123BN9O25 in total at a distorted geometry, with properties calculated with ωB97M-V/def2-TZVPD.

**LUMO energy**: 1.81 eV
**HOMO-LUMO gap**: 7.914 eV

Geometry as ORCA input:
```
! RIJCOSX wB97M-V def2-TZVPD def2/J DEFGRID3
* xyz -1 1
H -3.2483 -1.8720 -2.6225
C 0.5728 -2.2098 -6.6251
C -5.1318 4.1125 -4.0097
C -2.9696 -3.0042 -4.3623
H -0.8001 2.8954 -4.7888
H -0.5375 -2.9777 -5.2471
H -2.6716 4.7278 -7.3768
H -2.3886 -3.8755 -4.6645
C 2.1077 2.5960 4.7859
O -2.1571 -1.9356 -4.9109
O 2.9298 -1.3324 -6.3285
O -4.6150 2.2188 -5.4296
H -3.2009 -3.5058 2.6719
H -5.6182 3.9183 -6.0405
H -0.4286 -1.9017 -6.9258
O -1.2817 0.7490 -0.3313
O 0.3511 -2.5446 2.1685
H -5.0847 -0.0001 3.5531
O 0.4710 0.0049 -1.6474
O -0.3613 -1.3791 0.2037
C -2.8306 -0.6935 -4.9860
C -1.1862 0.0296 4.9832
C 3.2314 -1.4104 5.7620
C -4.6478 0.2722 1.4645
H 3.9356 -5.9867 2.3197
H 3.0161 3.0478 5.1843
C -1.6015 -3.1843 -2.1118
H -3.9528 5.1631 -1.1157
H -4.3144 2.5191 -3.2755
H 1.4339 2.8562 9.6508
H 2.7786 -5.3520 5.0761
N 2.3893 -1.7625 -3.5099
H -4.0803 2.8500 -0.1771
H 5.7689 -4.2974 2.7379
H 0.0419 1.9730 -7.9804
H -5.5987 -2.7615 1.6370
H -3.8574 -0.7263 -5.3504
H -0.2780 4.0232 -6.9119
H 5.2967 -2.5512 9.0588
N 4.9156 -6.7381 4.0030
H 1.8191 -1.0780 -3.0340
C -2.2816 3.7483 -7.6535
H 1.8886 -2.8034 4.7354
H 2.1783 -4.8776 3.5667
H -5.3241 -4.3167 2.3359
H 1.3409 6.0961 0.2643
H -1.6412 -2.9665 -1.0445
H 1.2956 1.1754 6.8833
H -7.0853 -2.1408 -0.2920
C 3.7613 -3.1373 1.6938
C -3.4050 3.5159 0.3601
N -4.4074 1.9979 3.2141
H 2.3384 2.6064 7.3177
H -5.3466 2.1008 3.5710
C -0.1886 0.8494 -2.4221
H 5.0936 -1.8742 6.5775
H -3.4378 -4.7362 -2.3216
H -1.1953 -1.0531 5.1086
O 1.5528 3.5688 1.1037
H 3.6873 -3.2779 -3.3386
O -4.1505 -3.8261 0.7126
H -5.1232 1.4234 -5.6044
C 2.0316 -3.6697 -1.9909
H 7.7637 4.6162 -1.8188
C -2.9081 0.1269 3.3176
H -1.8852 6.2760 -0.6410
N 0.7192 2.1941 9.3846
H -3.8562 0.6635 0.8255
H 2.9167 -3.7809 1.4479
H 6.2129 5.6409 -2.9737
H 3.8323 -3.4699 9.6575
C 3.0252 -2.7573 -2.6468
H 4.2523 -3.3460 6.1493
H -1.2167 -4.1961 -2.2396
H 1.7626 2.6338 1.0454
H -5.5619 0.7112 1.0648
C 1.3729 2.2607 6.9484
H 2.9342 4.1139 -0.3757
O -2.2182 5.6497 0.0059
H -2.5841 4.2747 -1.4917
H 1.3376 -2.1875 6.3001
O 1.7645 -0.0123 2.7505
O 3.5873 -2.4406 7.8978
H 4.0235 -2.5932 -0.8023
O -1.7885 3.9011 -8.9693
H 1.3462 -6.2289 -1.5990
C -2.8790 4.1628 -9.8881
C 1.7519 -5.6958 -0.7392
O 0.8716 0.5665 0.7477
H 1.4153 -1.1409 4.7944
H 1.2661 1.3683 9.1872
H 5.7788 2.1078 -1.7550
H 1.6967 -2.3117 -3.9985
C -5.5351 3.2376 -5.1932
H 1.0343 4.5578 8.6442
H -0.4758 0.3273 4.2120
C -3.1036 4.6862 -0.6263
H -6.6199 -5.1764 0.2867
H 5.3225 4.2664 -0.4030
C -1.4656 1.2010 -1.5618
H -2.3521 -0.1825 -5.8215
C 3.7772 -1.9318 -1.6330
B -0.0505 -0.0457 -0.2806
H -3.8159 2.1216 4.0233
H 3.1453 -1.1578 -1.1974
O -3.7819 4.0347 1.6272
H -3.7867 -3.6494 -1.2181
H 3.5665 4.3193 1.2063
C -7.2156 -3.2178 -0.3979
C 2.7720 -5.6646 4.0319
H -0.0715 4.3792 7.1547
H 1.8940 3.0855 3.8357
H 4.5839 5.7968 -2.3624
H -7.7453 -4.8548 2.2221
H -4.3588 4.8482 -4.2318
H -6.6056 -3.3591 -1.2901
H 1.2285 -3.1383 -1.4804
H 1.3523 -0.2927 -5.7823
N 3.8418 -1.0430 4.5160
H 3.1157 -0.4100 6.1790
C -4.3460 0.5437 2.9643
H -0.8375 -2.4515 -2.3712
H -0.6938 2.1830 7.8432
H -2.7997 -0.1003 -4.0721
N -7.8949 -4.1083 1.5585
H 3.1600 -0.5851 3.9282
H 2.3053 -6.3499 -0.0654
H -8.7532 -4.3471 1.0828
H -4.7570 -0.7882 1.2368
C 0.3336 -1.5947 1.3806
O -4.7938 3.2666 -2.9108
N -3.8536 -3.8224 -2.2109
O -2.4143 1.8443 -1.9820
C 4.1471 -5.6833 3.3451
H -6.4766 2.7723 -4.9013
H -3.4709 5.0374 -9.6183
C -3.1250 -3.3468 1.5963
H -1.0009 0.4746 5.9609
H -8.2357 -3.4004 -0.7359
C 1.0935 -0.2667 1.7379
H 4.7143 -4.1753 8.4475
C 5.4624 3.0331 -2.2365
C -6.7677 -4.1766 0.6947
N -1.4743 3.4191 -5.3286
O 4.0936 -3.1917 3.0700
C -5.4201 -3.8051 1.3782
O 1.0189 2.7481 5.6554
C 2.3395 5.9255 0.6667
C 4.9116 -4.3609 3.4080
O 0.3962 -2.7980 -5.3793
H 3.4290 -2.1234 1.4707
C 4.4446 -3.1810 8.8033
H 1.5489 -4.2534 -2.7747
O 0.1039 1.1250 -3.5699
O -2.5151 0.4027 4.6795
C 1.5753 -0.9688 -6.6077
N 7.2580 4.2595 -1.0206
H -2.5153 2.9199 0.5634
C 0.3077 2.5599 8.0506
H -3.9639 -3.0214 -4.8085
H -2.3325 2.9120 -5.1658
H 2.7672 1.9386 -3.6001
H -5.9925 4.6680 -3.6374
H -2.1157 -3.6411 1.3088
H -0.6314 4.2312 8.9057
C -1.1058 3.3376 -6.7309
H 5.7789 -6.7982 3.4823
H 6.0047 6.3473 -1.4081
O 4.0772 2.9823 -2.4797
H 0.8705 -5.3722 -0.1854
H 3.5174 0.9881 -2.2679
H 5.3219 -4.1193 4.3885
H -2.1405 0.5624 2.6779
H 7.4444 4.9188 -0.2786
H -2.5477 4.2338 -10.9241
H -3.5384 3.2952 -9.8643
C 5.8174 4.2291 -1.3735
H 2.9757 -1.5301 -5.3902
C 3.6788 1.7461 -3.0344
O 2.3189 6.3075 2.0373
O 2.5421 -4.5592 -1.0058
H 4.5986 -3.4061 1.0497
H 0.9382 -3.0143 -7.2633
H 4.5801 -1.3209 -2.0455
H 4.0325 -1.8726 3.9725
H 1.6472 -0.5446 -7.6092
H 6.0980 3.0757 -3.1210
C 1.8761 -1.9304 5.3880
H 5.2474 -6.3073 4.8542
C -2.9884 -2.9100 -2.8301
H 3.0853 6.4178 0.0426
H 4.2832 1.2826 -3.8142
H -1.2240 1.1797 -7.0011
C -0.4833 1.9790 -7.0252
H 2.3693 1.5564 4.5882
H 1.4073 6.5385 2.2302
C 4.1137 -2.3515 6.5736
C 0.1676 4.0893 8.1779
H -4.1299 3.2597 2.0743
H -3.0743 3.0101 -7.5314
H -2.8924 -2.3207 1.3116
H 2.3199 -6.6423 3.8649
H 0.2922 1.7579 -6.2919
C 2.6495 4.4307 0.6277
H -2.9501 -0.9484 3.1440
C 5.6098 5.5750 -2.0682
*
```

***

# 2
Below is a cluster of 12 separate species, C48H123N11O4 in total at a distorted geometry, with properties calculated with ωB97M-V/def2-TZVPD.

**LUMO energy**: -6.17 eV
**HOMO-LUMO gap**: 4.960 eV

Geometry as ORCA input:
```
! RIJCOSX wB97M-V def2-TZVPD def2/J DEFGRID3
* xyz 2 1
H -19.7577 -0.4364 -10.9766
H -18.6329 -0.5133 -18.7390
C -18.5782 1.7299 -24.0790
C -27.4838 -1.6275 -18.3995
H -21.5841 -4.9324 -23.3941
C -27.8096 0.6387 -20.2295
H -27.6859 2.8996 -10.0720
H -16.1241 -2.2851 -17.8948
H -28.9001 -0.7182 -15.8074
H -27.6258 1.5157 -20.8502
H -18.0716 -2.3914 -12.1316
H -21.7184 0.4093 -21.2131
H -20.8928 1.2734 -23.1004
H -13.5939 0.9760 -15.5899
C -21.1943 -4.1971 -10.1681
H -25.9703 -0.0900 -16.4294
H -21.1731 -5.2276 -9.8134
H -26.0017 5.6196 -18.2750
C -26.0581 -2.1749 -18.4771
H -14.8571 -1.1435 -15.7255
C -22.5980 -3.4097 -18.7433
H -17.8270 -0.6019 -22.9166
H -22.1399 3.3308 -17.9527
C -22.1994 -2.6720 -20.0168
N -20.5497 -1.0632 -10.9723
H -19.9008 -1.2157 -16.2646
H -21.7536 1.9645 -18.8701
H -17.4476 0.3667 -15.5173
N -26.7766 1.8116 -11.4978
H -19.5650 -3.2374 -8.3643
C -16.7879 0.4239 -17.9434
H -25.6138 7.7017 -19.6540
H -27.0571 -0.8257 -11.0400
N -27.5582 -0.2324 -17.9357
C -23.3525 0.3468 -14.8620
H -21.0981 -0.7392 -10.1884
O -20.1718 -1.4036 -13.9139
H -25.5118 3.2607 -15.4876
H -23.6815 -3.4184 -18.6253
C -19.0093 -3.6407 -9.2108
H -27.3182 1.0570 -16.3762
N -22.5090 -3.3726 -21.2784
H -27.6578 -0.6323 -14.5325
H -24.3517 4.3326 -16.2631
C -27.0473 0.0171 -16.5588
H -21.1274 -0.8834 -11.7810
H -17.6064 -4.8432 -8.3064
H -18.3240 -5.7093 -9.6401
C -16.4240 0.8389 -22.2276
H -17.5998 -3.6680 -13.0763
H -25.8213 3.6955 -17.1382
N -19.8437 -3.6494 -10.4303
H -22.5959 3.4814 -13.5121
H -14.6034 -0.7980 -17.4064
C -17.8222 0.2746 -22.2687
C -21.7416 -0.1790 -16.8686
H -26.0799 0.8278 -18.9970
N -22.1603 2.9846 -14.2760
C -18.5519 -5.0370 -8.8129
H -18.0429 -0.0226 -21.2435
C -21.1542 -0.8894 -14.6237
O -21.4997 0.0977 -18.0774
C -22.4159 -0.2981 -14.0821
C -19.4105 2.9612 -24.5010
H -28.8836 3.0344 -12.3530
C -27.8411 -0.8491 -15.5848
H -23.2987 -4.2220 -11.0479
C -23.1087 0.5093 -16.2634
H -16.4568 1.8331 -21.7819
C -27.1623 0.8336 -18.8690
C -16.7962 -1.8940 -17.1310
H -25.4595 -1.4939 -19.0820
H -20.4770 2.7772 -24.3708
C -21.6630 -3.8626 -23.5874
C -18.2885 0.4662 -18.4071
H -23.1517 2.0927 -18.1317
H -20.8648 -3.6685 -24.3039
H -27.6512 -1.9131 -15.7263
H -28.1064 4.2100 -13.4606
C -26.2155 5.3010 -15.6626
H -19.2172 3.9368 -24.0551
H -24.7438 1.1347 -11.7454
C -22.2764 -3.9075 -11.2581
H -22.8903 2.9463 -19.4807
H -21.1508 2.9563 -14.2942
C -25.2885 7.6303 -18.6161
H -21.5560 -1.8625 -22.5410
H -26.0147 5.4053 -14.5963
C -28.0236 3.6859 -12.5085
H -15.8109 0.1484 -21.6485
H -22.1727 -2.9035 -17.8768
H -20.3322 1.3947 -20.6350
H -15.3441 1.2826 -15.3725
C -25.5105 3.2325 -9.8855
H -26.0271 -3.1955 -18.8584
H -26.7238 1.5452 -9.4277
H -22.5682 -1.6465 -19.9970
H -24.2350 0.7984 -14.4334
O -22.7028 -0.3664 -12.8220
H -16.1106 -2.7676 -15.1625
H -22.1769 -4.4150 -18.7593
H -26.5830 8.9507 -13.9530
H -20.2921 -2.0272 -10.8158
H -21.1161 -2.5833 -19.9344
C -19.2881 -4.2443 -11.6902
H -18.9120 0.8438 -17.5967
H -26.8659 2.3052 -13.5767
H -23.8317 -1.3927 -22.8803
C -14.5750 0.9368 -16.0631
H -16.1902 0.3050 -18.8472
H -17.5415 2.0280 -24.2357
H -19.1726 -5.3279 -11.6640
H -25.8809 -0.2912 -9.9213
C -26.7829 2.7551 -12.5873
H -25.8771 3.3615 -12.5977
H -20.5492 -3.1056 -21.9304
C -26.0227 -0.4867 -10.9842
H -23.9636 -4.0757 -22.5488
C -20.6329 0.5064 -21.1904
H -17.5178 0.2626 -13.8305
H -27.7799 7.3759 -15.7045
C -23.9000 -3.3523 -21.7360
H -24.2501 7.3133 -18.7135
H -26.6598 8.5507 -16.2880
H -19.9288 -4.0011 -12.5377
C -17.9785 -3.4758 -12.0724
H -20.0249 -0.2564 -23.1690
H -19.2213 3.0408 -25.5715
H -21.4404 -3.6146 -9.2803
C -24.4302 -1.9144 -22.1334
H -22.2439 -2.8545 -11.5376
H -16.5611 1.4532 -17.6658
N -22.4590 2.6425 -18.6194
H -18.1172 -3.0334 -9.3640
H -18.8168 0.9247 -24.7738
C -26.2237 7.9767 -14.2851
H -22.5852 -3.5620 -24.0847
H -17.1276 -3.8292 -11.4899
H -21.9899 -4.4831 -12.1383
C -25.4095 4.0763 -16.2036
H -27.2767 5.0554 -15.7020
H -26.7121 7.2829 -13.6008
C -15.0835 -0.4164 -16.5053
H -17.1191 -3.8157 -16.1907
N -18.0247 0.4184 -14.6900
H -17.8555 -2.5439 -15.3405
H -28.0114 -1.7586 -19.3443
H -27.4550 1.7989 -18.4558
H -17.7840 -1.9682 -17.5856
N -18.8040 1.2628 -22.6981
H -19.2652 -5.4130 -8.0795
H -27.2543 -0.1110 -20.7931
H -25.6201 3.4885 -8.8317
C -25.7758 0.7902 -11.8126
H -24.4955 -1.2918 -21.2411
H -27.9250 4.3790 -11.6731
H -18.4636 1.3279 -14.6748
H -14.5657 1.6956 -16.8456
H -25.5241 4.1412 -10.4873
N -16.5150 -0.4726 -16.8108
H -28.8851 0.4680 -20.1814
N -25.9354 6.5927 -16.3868
H -22.5072 2.0395 -14.3558
H -25.4058 -2.0185 -22.6082
H -15.9717 0.9980 -23.2065
H -28.0908 -2.2076 -17.7044
H -18.2052 1.1588 -19.2446
C -20.1341 0.6689 -22.6034
C -26.1605 6.6107 -17.8502
H -25.5934 -2.1988 -17.4914
H -25.4164 8.6143 -18.1649
C -26.7203 7.6314 -15.7056
H -22.3084 3.4299 -15.1704
H -20.2203 -0.3900 -20.7273
H -24.5876 -3.6772 -20.9551
H -27.2163 6.7398 -18.0882
C -26.7454 2.3552 -10.1567
C -16.9367 -2.7890 -15.8733
H -24.5660 2.7502 -10.1373
H -18.7704 -0.2566 -14.7819
H -25.3916 -1.3337 -11.2531
O -23.8141 1.2343 -16.9500
C -21.5548 -2.9280 -22.3115
H -25.8885 0.5037 -12.8582
C -20.8545 -0.8401 -15.9242
H -25.1530 7.8255 -14.1476
*
```